[1]
{"formula": "CBrCl2NO2", "method": "ωB97M-V with the def2-TZVPD basis set", "symbols": ["C", "N", "O", "O", "Cl", "Cl", "Br"], "positions_angstrom": [[0.893, -1.079, 0.432], [-1.165, 1.342, -0.712], [-0.474, 1.390, 0.257], [-1.948, 1.965, -1.319], [0.003, -1.953, 1.648], [2.529, -0.651, 0.921], [0.162, -1.013, -1.227]], "lumo_ev": [-0.53, -1.05], "relative_energy_kj_mol": 204.4, "e_homo_ev": [-9.7, -8.3], "gap_ev": [9.21, 7.25]}

---

[2]
{"formula": "C34H55O8PS", "method": "ωB97M-V with the def2-TZVPD basis set", "symbols": ["O", "C", "C", "C", "C", "O", "C", "C", "P", "S", "C", "C", "C", "C", "H", "H", "H", "H", "H", "H", "H", "C", "C", "C", "O", "C", "H", "H", "H", "H", "H", "H", "H", "H", "C", "C", "C", "O", "C", "H", "H", "H", "H", "H", "H", "H", "H", "C", "C", "C", "O", "C", "H", "H", "H", "H", "H", "H", "H", "H", "C", "C", "C", "O", "C", "H", "H", "H", "H", "H", "H", "H", "H", "C", "C", "C", "O", "C", "H", "H", "H", "H", "H", "H", "H", "H", "C", "C", "C", "O", "C", "H", "H", "H", "H", "H", "H", "H", "H"], "positions_angstrom": [[-0.429, -0.369, 2.243], [0.393, -1.015, 1.624], [1.780, -0.545, 1.436], [2.483, -0.999, 0.398], [1.922, -1.969, -0.572], [2.376, -2.055, -1.694], [0.780, -2.808, -0.100], [0.432, -4.041, -0.675], [1.291, -4.936, -2.007], [1.867, -6.719, -1.438], [-0.673, -4.727, -0.173], [-1.424, -4.211, 0.874], [-1.074, -3.004, 1.452], [0.028, -2.309, 0.972], [2.221, 0.169, 2.118], [3.485, -0.646, 0.185], [0.372, -4.978, -3.064], [2.332, -4.161, -2.491], [-0.940, -5.690, -0.589], [-2.279, -4.762, 1.239], [-1.647, -2.602, 2.276], [1.358, -1.255, 6.109], [2.645, -1.122, 6.922], [3.709, -1.253, 5.839], [3.134, -0.706, 4.651], [1.726, -0.514, 4.832], [0.482, -0.833, 6.600], [1.156, -2.307, 5.893], [2.696, -0.135, 7.387], [2.749, -1.872, 7.704], [3.966, -2.302, 5.660], [4.625, -0.708, 6.070], [1.528, 0.560, 4.921], [1.216, -0.886, 3.951], [3.307, 0.512, -4.441], [3.141, 1.369, -5.695], [2.532, 0.370, -6.670], [1.756, -0.535, -5.882], [2.056, -0.353, -4.496], [3.378, 1.088, -3.520], [4.202, -0.110, -4.525], [2.442, 2.186, -5.502], [4.073, 1.798, -6.061], [3.311, -0.194, -7.196], [1.883, 0.835, -7.413], [1.209, 0.145, -4.010], [2.193, -1.327, -4.030], [-2.830, 1.087, -0.208], [-3.477, 2.057, -1.195], [-3.326, 3.384, -0.462], [-2.126, 3.280, 0.310], [-1.682, 1.922, 0.340], [-2.492, 0.155, -0.662], [-3.533, 0.849, 0.589], [-2.915, 2.073, -2.132], [-4.515, 1.821, -1.420], [-4.169, 3.552, 0.215], [-3.239, 4.239, -1.135], [-0.786, 1.831, -0.289], [-1.412, 1.660, 1.361], [-1.312, 5.324, 2.879], [-0.943, 6.787, 2.642], [0.454, 6.852, 3.247], [1.033, 5.562, 3.057], [0.022, 4.634, 2.648], [-2.087, 4.947, 2.215], [-1.639, 5.182, 3.912], [-0.902, 6.994, 1.571], [-1.633, 7.495, 3.100], [0.411, 7.070, 4.321], [1.094, 7.597, 2.771], [0.161, 4.397, 1.588], [0.133, 3.714, 3.224], [4.228, -4.357, -6.792], [3.458, -3.083, -6.442], [2.230, -3.651, -5.746], [2.659, -4.856, -5.103], [3.957, -5.227, -5.571], [5.291, -4.194, -6.961], [3.805, -4.817, -7.687], [4.037, -2.469, -5.747], [3.202, -2.471, -7.305], [1.441, -3.893, -6.466], [1.816, -2.977, -4.999], [4.689, -5.036, -4.778], [3.960, -6.295, -5.790], [-7.414, 1.240, 3.057], [-6.187, 1.368, 3.960], [-5.051, 1.193, 2.960], [-5.529, 1.722, 1.721], [-6.938, 1.946, 1.795], [-8.314, 1.688, 3.475], [-7.621, 0.188, 2.849], [-6.150, 2.364, 4.405], [-6.154, 0.634, 4.763], [-4.802, 0.135, 2.823], [-4.143, 1.727, 3.242], [-7.124, 3.025, 1.851], [-7.404, 1.563, 0.886]], "lumo_ev": -1.46, "e_homo_ev": -8.4, "gap_ev": 6.96, "smiles": "O=C1C=CC(=O)c2c([PH2]=S)cccc21.C1CCOC1.C1CCOC1.C1CCOC1.C1CCOC1.C1CCOC1.C1CCOC1"}

---

[3]
{"formula": "C4H6O2", "method": "ωB97M-V with the def2-TZVPD basis set", "symbols": ["O", "C", "C", "C", "C", "O", "H", "H", "H", "H", "H", "H"], "positions_angstrom": [[0.062, 2.154, -0.057], [0.042, 0.847, -0.034], [0.956, -0.149, -0.689], [0.177, -1.245, 0.092], [-0.851, -0.135, 0.599], [-1.720, -0.062, 1.524], [-0.569, 2.466, 0.619], [-1.553, 0.068, -0.301], [0.936, -0.195, -1.782], [2.004, -0.032, -0.372], [0.764, -1.669, 0.911], [-0.249, -2.049, -0.510]], "lumo_ev": 0.03, "relative_energy_kj_mol": 386.4, "e_homo_ev": -8.2, "gap_ev": 8.19}

---

[4]
{"formula": "C51H42O13SSi", "method": "ωB97M-V with the def2-TZVPD basis set", "symbols": ["C", "C", "O", "O", "C", "O", "C", "O", "S", "O", "O", "C", "C", "O", "Si", "C", "C", "C", "H", "H", "H", "H", "H", "H", "H", "H", "H", "H", "H", "H", "H", "H", "H", "H", "H", "H", "C", "C", "C", "C", "C", "C", "C", "O", "C", "C", "C", "C", "C", "C", "C", "O", "H", "H", "H", "H", "H", "H", "H", "H", "C", "C", "C", "C", "C", "C", "C", "O", "C", "C", "C", "C", "C", "C", "C", "O", "H", "H", "H", "H", "H", "H", "H", "H", "C", "C", "C", "C", "C", "C", "C", "O", "C", "C", "C", "C", "C", "C", "C", "O", "H", "H", "H", "H", "H", "H", "H", "H"], "positions_angstrom": [[-8.072, -1.127, -3.087], [-7.626, -2.421, -2.473], [-8.339, -3.018, -1.696], [-6.396, -2.956, -2.775], [-5.659, -2.309, -3.760], [-5.693, -2.646, -4.913], [-4.751, -1.221, -3.237], [-4.817, -0.110, -4.103], [-3.828, 1.168, -3.739], [-2.508, 0.621, -3.717], [-4.098, 1.437, -2.157], [-5.447, 1.831, -1.832], [-5.919, 1.045, -0.591], [-4.820, 0.862, 0.271], [-4.756, -0.620, 1.081], [-4.047, -0.248, 2.783], [-6.426, -1.448, 1.301], [-3.596, -1.833, 0.232], [-8.990, -1.326, -3.611], [-7.370, -0.647, -3.756], [-8.304, -0.442, -2.290], [-5.025, -0.969, -2.223], [-3.757, -1.649, -3.191], [-6.094, 1.676, -2.684], [-5.413, 2.872, -1.558], [-6.634, 1.681, -0.085], [-6.370, 0.120, -0.924], [-3.089, 0.228, 2.614], [-4.687, 0.503, 3.230], [-3.941, -1.134, 3.385], [-7.246, -0.745, 1.388], [-6.371, -2.057, 2.192], [-6.674, -2.118, 0.489], [-4.035, -2.816, 0.165], [-2.654, -1.878, 0.756], [-3.380, -1.519, -0.783], [2.243, -6.962, 1.577], [3.573, -6.896, 1.177], [4.039, -5.787, 0.493], [3.176, -4.742, 0.196], [1.835, -4.817, 0.580], [1.376, -5.925, 1.279], [0.880, -3.726, 0.237], [-0.284, -3.788, 0.578], [1.390, -2.563, -0.540], [0.506, -1.562, -0.918], [0.964, -0.467, -1.630], [2.311, -0.364, -1.961], [3.198, -1.361, -1.592], [2.740, -2.468, -0.888], [3.699, -3.546, -0.526], [4.875, -3.460, -0.812], [1.882, -7.826, 2.118], [4.247, -7.712, 1.402], [5.073, -5.729, 0.185], [0.340, -5.973, 1.583], [-0.540, -1.644, -0.657], [0.270, 0.308, -1.929], [2.668, 0.495, -2.512], [4.246, -1.285, -1.853], [9.101, -3.911, -1.786], [10.430, -3.849, -2.193], [10.895, -2.743, -2.883], [10.031, -1.698, -3.178], [8.691, -1.769, -2.787], [8.232, -2.875, -2.081], [7.736, -0.679, -3.132], [6.574, -0.737, -2.790], [8.246, 0.482, -3.915], [7.363, 1.485, -4.293], [7.822, 2.575, -5.010], [9.168, 2.673, -5.348], [10.051, 1.675, -4.978], [9.594, 0.572, -4.269], [10.554, -0.508, -3.906], [11.727, -0.422, -4.201], [8.743, -4.772, -1.239], [11.103, -4.665, -1.969], [11.927, -2.687, -3.196], [7.197, -2.923, -1.769], [6.319, 1.406, -4.025], [7.131, 3.353, -5.307], [9.525, 3.530, -5.903], [11.097, 1.743, -5.242], [-1.483, 4.992, 8.690], [-2.103, 6.232, 8.814], [-2.896, 6.718, 7.789], [-3.066, 5.971, 6.631], [-2.428, 4.736, 6.499], [-1.644, 4.246, 7.536], [-2.561, 3.935, 5.249], [-2.013, 2.860, 5.135], [-3.382, 4.497, 4.139], [-3.478, 3.796, 2.946], [-4.247, 4.294, 1.911], [-4.930, 5.496, 2.063], [-4.833, 6.205, 3.248], [-4.054, 5.713, 4.287], [-3.937, 6.502, 5.545], [-4.533, 7.550, 5.681], [-0.870, 4.611, 9.495], [-1.967, 6.817, 9.713], [-3.384, 7.677, 7.883], [-1.162, 3.285, 7.432], [-2.953, 2.860, 2.818], [-4.314, 3.741, 0.982], [-5.536, 5.882, 1.254], [-5.357, 7.141, 3.371]], "lumo_ev": -0.99, "e_homo_ev": -9.7, "gap_ev": 8.66}

---

[5]
{"formula": "C2AgFLi2O2", "method": "ωB97M-V with the def2-TZVPD basis set", "symbols": ["C", "O", "Li", "Ag", "F", "C", "O", "Li"], "positions_angstrom": [[-0.671, 1.717, 0.600], [-1.340, 2.753, 0.281], [1.024, -1.986, -1.342], [-2.739, 2.003, -1.394], [-2.164, -0.236, -1.701], [-0.046, 0.692, 0.885], [0.385, -0.559, 0.727], [-1.596, -1.253, -0.181]], "lumo_ev": [-1.62, -1.62], "relative_energy_kj_mol": 74.0, "e_homo_ev": [-5.4, -5.4], "gap_ev": [3.81, 3.81]}

---

[6]
{"formula": "C18H25N5OS", "method": "ωB97M-V with the def2-TZVPD basis set", "symbols": ["C", "C", "C", "N", "C", "N", "N", "C", "C", "C", "C", "C", "N", "C", "H", "H", "H", "H", "S", "C", "H", "H", "C", "O", "N", "C", "H", "C", "C", "H", "H", "H", "C", "C", "C", "H", "H", "H", "H", "H", "H", "H", "H", "H", "H", "H", "H", "H", "H", "H"], "positions_angstrom": [[-1.850, 2.266, 2.873], [-1.986, 1.146, 1.849], [-0.958, 0.033, 2.077], [0.386, 0.515, 1.904], [0.979, 0.818, 0.712], [2.139, 1.390, 0.897], [2.330, 1.486, 2.216], [1.296, 0.971, 2.829], [1.168, 0.895, 4.274], [1.545, 1.987, 5.056], [1.424, 1.900, 6.430], [0.926, 0.724, 6.975], [0.601, -0.329, 6.246], [0.730, -0.252, 4.936], [0.499, -1.162, 4.395], [0.791, 0.611, 8.042], [1.706, 2.724, 7.065], [1.924, 2.876, 4.575], [0.238, 0.468, -0.817], [1.660, 0.768, -1.925], [2.503, 0.986, -1.270], [1.432, 1.633, -2.546], [1.982, -0.469, -2.752], [3.010, -1.085, -2.553], [1.104, -0.814, -3.718], [-0.194, -0.236, -3.966], [-0.325, 0.688, -3.407], [-1.306, -1.226, -3.594], [-2.676, -0.610, -3.855], [-2.786, -0.355, -4.907], [-3.463, -1.311, -3.588], [-2.806, 0.294, -3.264], [-1.108, -2.519, -4.387], [0.293, -3.076, -4.147], [1.343, -2.020, -4.488], [2.346, -2.374, -4.248], [1.293, -1.769, -5.553], [0.460, -3.965, -4.756], [0.402, -3.356, -3.097], [-1.859, -3.254, -4.093], [-1.241, -2.311, -5.451], [-1.214, -1.448, -2.525], [-0.265, -0.001, -5.036], [-1.061, -0.357, 3.091], [-1.122, -0.776, 1.358], [-2.981, 0.703, 1.915], [-1.862, 1.546, 0.841], [-0.877, 2.747, 2.795], [-2.614, 3.022, 2.709], [-1.960, 1.878, 3.884]], "lumo_ev": 0.56, "relative_energy_kj_mol": 18.2, "e_homo_ev": -8.4, "gap_ev": 8.95, "smiles": "CCCn1c(SCC(=O)N2CCC[C@H](C)C2)nnc1-c1cccnc1"}

---

[7]
{"formula": "C22H31N3O4", "method": "ωB97M-V with the def2-TZVPD basis set", "symbols": ["C", "C", "C", "C", "C", "C", "C", "C", "H", "H", "C", "C", "O", "N", "N", "C", "O", "C", "C", "O", "H", "C", "C", "C", "C", "C", "C", "N", "C", "O", "C", "C", "H", "H", "H", "H", "H", "H", "H", "H", "H", "H", "H", "H", "H", "H", "H", "H", "H", "H", "H", "H", "H", "H", "H", "H", "H", "H", "H", "H"], "positions_angstrom": [[-3.601, 5.583, 3.984], [-2.770, 4.585, 4.699], [-1.761, 3.669, 3.863], [-1.064, 2.785, 4.750], [-0.149, 2.104, 3.832], [0.554, 0.964, 4.848], [1.286, -0.036, 4.078], [2.749, 0.691, 3.235], [3.324, 1.265, 3.986], [2.225, 1.330, 2.451], [3.684, -0.517, 2.692], [2.948, -1.203, 1.652], [2.527, -2.255, 1.569], [2.432, -0.632, 0.501], [1.779, -1.028, -0.602], [1.280, -0.408, -1.543], [1.577, 0.875, -1.757], [0.568, -1.043, -2.687], [0.479, -0.379, -3.932], [0.633, 0.883, -3.899], [1.229, 1.311, -3.117], [-0.381, -1.025, -4.762], [-0.598, -0.298, -6.044], [-1.382, -0.894, -7.027], [-1.358, -2.090, -7.081], [-1.342, -2.910, -6.005], [-0.826, -2.164, -4.916], [-0.274, -3.084, -3.691], [0.179, -2.445, -2.537], [0.455, -3.181, -1.679], [-0.668, -4.429, -3.558], [0.301, -5.193, -4.273], [1.213, -5.239, -3.793], [0.249, -4.961, -5.340], [-0.137, -6.279, -4.137], [-1.677, -4.699, -3.919], [-0.660, -4.510, -2.574], [-1.838, -4.072, -5.818], [-2.144, -2.633, -7.850], [-1.502, -0.310, -7.871], [-0.507, 0.759, -6.185], [1.318, -2.240, -0.274], [2.554, 0.491, 0.395], [4.266, 0.207, 2.070], [4.072, -1.028, 3.406], [1.871, -0.841, 4.491], [0.747, -0.567, 3.172], [-0.184, 0.347, 5.261], [1.438, 1.451, 5.472], [-0.724, 1.349, 3.381], [0.617, 2.544, 3.395], [-1.696, 2.123, 5.331], [-0.352, 3.239, 5.386], [-1.270, 4.394, 3.393], [-2.568, 3.174, 3.146], [-3.555, 3.794, 5.433], [-2.162, 5.269, 5.567], [-4.224, 6.260, 4.722], [-4.102, 5.059, 3.274], [-3.078, 6.087, 3.438]], "lumo_ev": -0.19, "relative_energy_kj_mol": 1954.3, "e_homo_ev": -8.1, "gap_ev": 7.94}

---

[8]
{"formula": "C5H12O2", "method": "ωB97M-V with the def2-TZVPD basis set", "symbols": ["C", "C", "C", "O", "C", "C", "O", "H", "H", "H", "H", "H", "H", "H", "H", "H", "H", "H", "H"], "positions_angstrom": [[-1.412, -0.448, 1.977], [-0.024, 0.316, 1.612], [0.487, -0.297, 0.293], [-0.476, -1.244, -0.155], [0.670, 0.650, -0.901], [1.207, -0.153, -2.081], [-0.649, 1.136, -1.162], [-2.006, -1.085, 1.287], [-1.192, -1.167, 2.767], [-2.131, 0.305, 2.264], [-0.105, 1.420, 1.549], [0.733, 0.198, 2.416], [1.413, -0.862, 0.449], [-1.199, -0.663, -0.456], [1.328, 1.506, -0.685], [0.597, -1.051, -2.211], [1.191, 0.430, -3.008], [2.239, -0.467, -1.889], [-0.674, 1.473, -2.064]], "lumo_ev": 0.82, "relative_energy_kj_mol": 158.3, "e_homo_ev": -9.9, "gap_ev": 10.72, "smiles": "CC[C@@H](O)[C@@H](C)O"}

---

[9]
{"formula": "C12H14AgCl2N2", "method": "ωB97M-V with the def2-TZVPD basis set", "symbols": ["Ag", "C", "N", "C", "C", "C", "C", "C", "C", "C", "C", "N", "C", "C", "C", "H", "H", "H", "H", "H", "H", "H", "H", "H", "H", "H", "H", "H", "H", "Cl", "Cl"], "positions_angstrom": [[-1.760, 0.736, -4.425], [0.256, -2.049, 5.063], [0.220, -1.659, 3.616], [1.309, -1.770, 2.836], [1.329, -1.278, 1.498], [0.316, -0.372, 1.080], [-0.751, -0.351, 1.933], [-0.816, -0.919, 3.236], [0.188, 0.281, -0.257], [1.351, 0.774, -0.758], [1.319, 1.536, -1.921], [0.143, 1.645, -2.641], [-1.022, 1.208, -2.094], [-1.008, 0.434, -0.900], [0.137, 2.192, -4.044], [0.500, -3.110, 5.007], [-0.688, -1.976, 5.604], [1.106, -1.615, 5.590], [2.091, -2.394, 3.243], [2.191, -1.446, 0.870], [-1.610, 0.203, 1.585], [-1.580, -0.555, 3.907], [2.293, 0.776, -0.230], [2.148, 2.111, -2.306], [-1.829, 1.421, -2.780], [-1.853, -0.183, -0.633], [-0.468, 1.487, -4.615], [1.135, 2.190, -4.483], [-0.266, 3.204, -4.020], [-3.292, 0.213, -5.733], [-1.089, -0.733, -3.227]], "lumo_ev": -5.02, "total_charge": 1, "relative_energy_kj_mol": 506.6, "e_homo_ev": -10.1, "gap_ev": 5.07}

---

[10]
{"formula": "C2H5NO3S", "method": "ωB97M-V with the def2-TZVPD basis set", "symbols": ["C", "C", "N", "O", "O", "O", "S", "H", "H", "H", "H", "H"], "positions_angstrom": [[-1.345, 0.457, -0.435], [-0.524, 0.060, 0.689], [0.805, 0.838, 0.747], [3.225, 0.491, 0.156], [1.617, -0.617, -1.260], [-0.070, -1.321, 0.766], [1.869, 0.207, -0.128], [-0.621, 0.354, -1.340], [-2.192, -0.312, -0.444], [-1.573, 1.492, -0.350], [-1.058, 0.047, 1.707], [-0.133, -1.695, -0.108]], "lumo_ev": 0.18, "relative_energy_kj_mol": 327.6, "e_homo_ev": -10.8, "gap_ev": 10.99, "smiles": "C[C@@H](O)N=S(=O)=O"}